1.
19
Properties=species:S:1:pos:R:3:forces:R:3:mulliken_charge:R:1 method="wB97M-V/def2-TZVPD" relative_energy_kcal_mol=107.87 gap_ev="7.4 / 8.3"
B 0.564 -0.968 -1.365 -0.07 1.19 -0.61 -0.024
C -0.468 -2.058 -1.525 -3.58 -0.34 0.56 -0.977
C 2.097 -1.075 -1.636 -1.39 -2.58 0.71 -0.875
C -0.621 2.057 2.383 -2.81 1.57 -1.78 -1.062
C -1.144 0.988 0.031 0.94 -0.03 1.28 -1.037
C -0.161 1.106 1.220 -0.74 1.78 -1.10 -0.031
H -1.543 -1.825 -1.092 1.96 -0.04 -1.49 0.231
H -0.292 -2.870 -0.873 1.07 -1.09 1.42 0.411
H -0.542 -2.681 -2.437 0.06 0.91 -0.20 0.400
H 2.723 -0.384 -2.139 0.44 0.98 0.20 0.340
H 2.329 -2.107 -2.019 -0.34 0.78 -0.31 0.309
H 2.291 -1.301 -0.570 0.81 0.79 0.13 0.292
H -0.816 3.168 1.997 0.87 -2.20 0.74 0.254
H 0.060 2.075 3.248 -0.53 -0.14 -0.27 0.322
H -1.745 1.760 2.606 2.38 0.30 0.27 0.253
H -2.100 0.600 0.342 -0.37 -0.71 -0.27 0.377
H -1.301 1.892 -0.541 0.39 0.08 -0.35 0.320
H 0.733 1.476 0.693 0.29 -0.34 0.97 0.254
H -0.063 0.150 1.676 0.63 -0.92 0.11 0.243

---

2.
22
Properties=species:S:1:pos:R:3:forces:R:3:mulliken_charge:R:1 method="wB97M-V/def2-TZVPD" charge=+1 multiplicity=3 s2=2.030 relative_energy_kcal_mol=92.99 gap_ev="4.2 / 4.9"
C -1.683 -0.940 -0.702 -0.25 -1.24 -1.60 -0.181
C -1.602 0.972 0.419 -1.55 -0.67 -0.76 -0.588
C -3.066 0.599 0.240 -0.90 -1.80 1.01 -0.525
C 2.116 -1.677 0.064 2.73 0.48 0.58 -1.279
C 2.950 1.747 -0.417 2.79 9.03 0.13 -0.582
C 1.994 -0.171 0.368 -1.58 -1.80 2.08 0.519
N -0.835 -0.101 -0.140 -2.30 -0.49 -0.01 -0.091
N -2.999 -0.595 -0.642 1.74 1.82 1.23 -0.043
O 2.649 0.592 -0.590 -2.27 -9.37 -1.04 -0.261
H -1.416 1.856 -0.120 0.75 1.49 -0.78 0.405
H -1.448 1.172 1.451 0.93 0.10 0.94 0.373
H -3.330 0.051 1.179 -0.20 0.70 -0.04 0.332
H -3.892 1.315 0.075 0.73 -0.29 -0.46 0.380
H 3.007 -2.182 0.592 -1.39 0.73 -0.95 0.298
H 2.208 -1.794 -0.999 0.27 -0.18 -0.60 0.332
H 1.221 -2.158 0.338 -1.12 -0.80 0.68 0.349
H 3.523 2.080 -1.320 -0.53 0.76 1.39 0.268
H 2.574 2.349 0.432 0.39 -0.25 -0.66 0.342
H -1.341 -1.854 -1.258 -0.45 0.98 0.72 0.410
H 2.346 -0.026 1.457 -0.29 0.45 -1.67 0.366
H 0.860 -0.085 0.291 2.59 1.03 0.47 -0.128
H -3.835 -1.148 -0.719 -0.08 -0.69 -0.67 0.301

---

3.
77
Properties=species:S:1:pos:R:3:forces:R:3:mulliken_charge:R:1 method="wB97M-V/def2-TZVPD" multiplicity=4 s2=3.794 relative_energy_kcal_mol=0.00 gap_ev="6.9 / 7.7"
Cr -0.027 -0.543 -0.445 -0.01 -0.20 0.06 0.473
C -3.629 4.816 -3.151 0.30 -0.03 -0.65 -1.595
C -2.673 3.913 -2.436 0.11 -0.16 0.44 0.461
C -1.320 4.219 -2.325 0.11 -0.24 0.06 -1.274
C -0.423 3.376 -1.694 -0.18 0.37 -0.15 -0.544
C -0.842 2.186 -1.082 0.02 0.07 0.01 0.618
N 0.029 1.376 -0.401 0.26 -0.19 -0.04 1.437
C 1.124 2.049 0.189 -0.82 0.20 -0.14 -0.153
C 0.793 2.918 1.232 0.34 0.13 0.25 -0.532
C 1.726 3.755 1.798 0.01 0.01 -0.07 -1.034
C 3.036 3.762 1.333 0.02 -0.28 -0.35 0.425
C 4.029 4.728 1.900 0.12 0.16 -0.15 -1.617
C 3.375 2.886 0.314 0.00 -0.18 0.08 -0.690
C 2.434 2.014 -0.257 0.55 0.42 -0.09 0.302
N 2.838 1.190 -1.346 -0.51 -0.05 0.13 0.657
C 4.080 0.969 -1.808 0.76 0.13 0.05 0.023
C 3.988 0.131 -2.886 0.15 0.04 0.01 -1.332
C 2.624 -0.117 -3.012 -0.46 0.02 0.04 -0.472
N 1.931 0.514 -2.082 -0.19 -0.22 0.00 -0.470
C -2.210 1.893 -1.178 -0.30 0.22 -0.31 0.298
C -3.099 2.726 -1.851 0.08 0.26 -0.12 -0.312
N -2.731 0.698 -0.611 0.06 0.26 -0.20 0.348
C -3.948 0.494 -0.091 0.23 -0.05 -0.04 -0.237
C -4.096 -0.858 0.096 -0.21 -0.10 0.18 -1.464
C -2.897 -1.412 -0.328 0.44 0.00 -0.36 -0.057
N -2.080 -0.458 -0.781 -0.15 -0.30 0.14 0.086
H -3.228 5.828 -3.235 -0.02 -0.06 0.02 0.372
H -4.579 4.872 -2.647 -0.41 0.01 0.20 0.378
H -3.807 4.448 -4.174 -0.03 0.15 0.23 0.290
H -0.942 5.135 -2.747 0.02 0.22 -0.16 0.376
H 0.623 3.670 -1.661 -0.14 -0.17 0.09 0.429
H -0.229 2.942 1.581 -0.08 -0.14 -0.08 0.518
H 1.448 4.445 2.581 -0.13 0.03 0.13 0.395
H 3.582 5.725 1.932 0.15 0.01 0.00 0.375
H 4.945 4.773 1.296 -0.22 -0.02 0.23 0.337
H 4.281 4.456 2.923 0.16 0.00 0.08 0.323
H 4.398 2.902 -0.044 -0.11 -0.03 -0.05 0.151
H 4.955 1.415 -1.371 -0.07 0.00 0.08 0.404
H 4.784 -0.251 -3.485 0.28 -0.07 -0.16 0.445
H 2.100 -0.725 -3.727 0.02 -0.04 -0.04 0.646
H -4.151 2.463 -1.923 0.13 -0.14 0.03 0.525
H -4.598 1.309 0.124 -0.28 0.35 0.02 0.613
H -4.950 -1.356 0.508 -0.11 -0.11 0.07 0.484
H -2.550 -2.429 -0.303 0.00 0.01 -0.06 0.444
C -2.870 -3.904 2.046 -0.04 0.05 -0.09 -1.120
C -1.705 -3.253 2.767 -0.62 -0.61 0.49 -0.319
O -0.871 -2.563 1.873 0.51 0.00 -0.26 0.179
P -0.115 -1.199 2.263 0.56 -0.19 -0.05 0.798
O -0.884 -0.057 1.695 0.01 -0.08 -0.03 -0.724
Te 2.044 -1.299 1.247 -0.01 -0.03 0.17 -0.277
O -0.070 -1.157 3.852 -0.51 0.17 -0.35 -0.313
C 0.734 -2.101 4.570 0.16 0.02 0.03 -0.373
C 1.806 -1.325 5.286 0.35 0.01 -0.16 -1.261
H -3.422 -4.527 2.752 0.00 0.04 -0.01 0.441
H -2.528 -4.547 1.233 0.03 0.04 0.02 0.277
H -3.555 -3.153 1.638 0.16 -0.16 0.12 0.077
H -1.120 -4.010 3.295 0.09 -0.11 -0.07 0.237
H -2.080 -2.572 3.516 -0.23 0.27 0.33 0.493
H 1.170 -2.829 3.886 0.04 -0.07 -0.10 0.446
H 0.060 -2.630 5.240 0.02 -0.01 0.17 0.350
H 2.485 -0.859 4.557 -0.24 -0.12 0.19 0.220
H 2.394 -1.984 5.922 0.01 -0.01 0.12 0.402
H 1.346 -0.542 5.881 0.03 0.07 0.16 0.318
C 1.428 -3.392 -2.767 -0.08 0.03 0.33 -1.652
C 0.199 -3.395 -1.849 0.01 -0.53 -0.38 1.441
C -1.073 -3.644 -2.660 -0.10 -0.14 -0.02 -1.622
C 0.340 -4.460 -0.754 0.06 0.30 0.23 -1.012
O 0.059 -2.141 -1.276 -0.09 0.87 0.38 -0.579
H 1.622 -4.381 -3.185 -0.01 -0.02 0.04 0.476
H 2.297 -3.057 -2.192 -0.04 -0.09 -0.10 0.340
H 1.265 -2.695 -3.585 -0.01 0.03 -0.12 0.236
H -0.972 -4.480 -3.352 -0.01 -0.16 0.08 0.438
H -1.283 -2.753 -3.245 -0.08 0.12 -0.08 0.322
H -1.923 -3.829 -1.989 0.16 0.00 -0.20 0.284
H 0.337 -5.478 -1.159 -0.01 0.20 -0.02 0.453
H -0.490 -4.339 -0.050 0.07 -0.13 -0.11 -0.124
H 1.258 -4.293 -0.181 -0.06 -0.07 -0.12 0.296

---

4.
51
Properties=species:S:1:pos:R:3:forces:R:3:mulliken_charge:R:1 method="wB97M-V/def2-TZVPD" charge=+1 relative_energy_kcal_mol=0.00 gap_ev=1.7
N -3.049 -2.206 1.700 0.21 -0.63 -0.39 -0.395
C -3.066 -2.000 0.257 -0.02 -0.09 0.22 -0.937
C -2.249 -0.776 -0.195 -0.63 0.19 0.03 0.764
O -3.164 0.293 -0.396 0.20 -0.15 -0.01 -0.515
C -1.181 -0.359 0.815 0.27 0.18 -0.13 -1.272
Si 0.239 -1.524 0.958 -0.29 -0.30 0.14 -0.088
C 0.965 -2.036 -0.727 0.06 -0.02 0.11 -0.172
O 0.100 -2.772 -1.595 0.07 0.00 -0.44 -0.197
N 0.139 -4.189 -1.205 0.21 -0.14 0.37 0.306
O -0.753 -4.782 -1.613 -0.15 0.07 -0.19 -0.280
O 1.592 -0.989 1.728 -0.42 0.34 0.10 0.034
Si 1.644 0.182 2.922 0.44 0.07 -0.11 0.239
C 2.953 -0.387 4.136 0.27 0.06 0.17 -0.608
C 2.508 -1.595 4.867 -0.87 0.31 0.88 0.440
O 1.784 -1.647 5.805 0.65 -0.13 -0.73 -0.401
Cl 3.111 -3.128 4.119 0.12 -0.41 -0.22 -0.227
H -3.823 -2.798 1.973 -0.18 0.31 0.15 0.334
H -2.208 -2.685 2.008 0.06 0.10 0.07 0.065
H -4.098 -1.796 -0.022 -0.01 0.02 -0.04 0.452
H -2.760 -2.900 -0.295 0.20 0.01 -0.07 0.147
H -1.813 -1.003 -1.173 0.18 -0.02 0.00 0.017
H -2.821 1.112 -0.025 -0.04 0.05 -0.01 0.416
H -1.664 -0.231 1.789 -0.05 -0.06 0.07 0.636
H -0.793 0.622 0.512 0.12 0.01 -0.02 0.658
H -0.154 -2.819 1.563 0.06 -0.08 -0.07 -0.160
H 1.408 -1.194 -1.265 -0.08 0.00 -0.21 0.731
H 1.783 -2.732 -0.426 0.37 0.03 0.21 -0.494
H 0.355 0.312 3.616 -0.09 -0.08 -0.09 -0.066
H 2.096 1.447 2.321 -0.06 0.00 -0.01 -0.110
H 3.896 -0.566 3.624 0.01 0.06 -0.07 0.400
H 3.085 0.415 4.866 -0.03 0.02 0.02 0.296
Li 2.262 -3.397 -2.186 -0.52 0.27 -0.45 0.739
O -3.884 2.915 -0.822 -0.04 -0.02 -0.12 -0.619
H -4.297 3.547 -1.416 -0.01 0.10 0.07 0.291
H -4.445 2.131 -0.879 0.00 -0.02 0.05 0.300
Cl -5.063 -0.605 2.516 -0.07 0.14 0.05 -0.445
C -0.725 3.405 -2.275 0.21 -0.21 0.15 -0.891
C 0.347 4.025 -3.139 -0.38 0.18 -0.10 -0.414
O 1.672 3.618 -2.708 0.05 0.04 -0.02 -0.320
C 2.094 2.442 -3.110 0.00 0.16 0.03 0.399
O 1.522 1.638 -3.788 -0.09 -0.18 0.00 -0.545
C 3.531 2.211 -2.595 -0.08 0.03 -0.07 0.901
F 3.635 2.509 -1.298 0.05 -0.05 0.08 -0.245
F 4.396 2.955 -3.277 0.07 0.05 0.00 -0.256
F 3.868 0.926 -2.755 0.05 -0.15 0.07 -0.255
H -0.553 3.641 -1.224 -0.06 0.09 -0.01 0.324
H -1.706 3.780 -2.556 -0.01 0.02 -0.01 0.357
H -0.737 2.320 -2.380 -0.06 0.01 -0.08 0.258
H 0.349 5.107 -3.046 0.13 0.01 0.06 0.344
H 0.219 3.776 -4.191 0.10 -0.13 0.00 0.345
Li 3.454 -4.214 0.490 0.10 -0.07 0.59 0.722